This record from OMol25 describes a structure of composition C17H31Cl2N4SeSiTeV. The level of theory is ωB97M-V/def2-TZVPD.

Properties
* <S²>: 0.758
* LUMO level (alpha / beta): -2.314 / -2.297 eV
* gap between HOMO and LUMO (alpha / beta): 7.504 / 7.001 eV

Structure (ORCA input):
```
! RIJCOSX wB97M-V def2-TZVPD def2/J DEFGRID3
* xyz 1 2
Te -2.38895 -0.69553 -0.14397
Se 0.89263 1.03485 -2.34869
V -0.46423 1.17504 -0.07125
Cl 0.96861 3.47654 0.06267
Cl -1.62382 3.13469 -1.17675
Si 1.53386 -1.54982 1.15518
N 2.12845 -1.15222 -3.69510
N 0.58985 -0.08687 1.14461
N -0.66683 1.56725 1.96781
N -0.01892 -1.32498 -3.78655
C -0.25000 4.25221 -0.95701
C 3.34764 -1.18918 1.47454
C 0.98054 -0.55649 -3.31588
C -1.43988 -1.02851 -3.68439
C -0.52952 2.45129 4.15996
C 0.89596 0.61538 3.51783
C 0.85125 -2.76051 2.41679
C 1.35864 -2.35442 -0.52928
C 1.84498 -2.30159 -4.40903
C -2.88245 -0.99779 1.90891
C 0.50532 -2.40854 -4.46866
C -4.21435 0.29784 -0.64044
C 3.46705 -0.66413 -3.38316
C -1.06551 2.46302 2.89082
C 0.46684 1.51496 4.46397
C 0.30591 0.64986 2.23687
C -2.11343 3.46395 2.48804
H -2.41479 -1.92290 2.23972
H 0.73910 -2.33224 3.41622
H 1.51052 -3.63249 2.50099
H 0.17155 4.44655 -1.93353
H 3.52252 0.40023 -3.58331
H 1.68812 -0.09169 3.73027
H 1.96718 -1.84972 -1.27311
H -0.87543 3.16026 4.90070
H -0.13146 -3.12746 2.10234
H 3.97373 -2.03090 1.15760
H -2.52438 -0.15931 2.49940
H -0.61591 5.14467 -0.46691
H 3.66533 -0.30287 0.91535
H -0.12403 -3.15089 -4.93086
H -1.55384 -0.07855 -3.17375
H -4.35393 1.16138 0.00588
H 0.90994 1.50687 5.45301
H -1.66046 4.44236 2.30633
H -4.15272 0.62423 -1.67832
H -5.04564 -0.39283 -0.52823
H 1.69322 -3.39778 -0.47646
H 3.55966 -1.00758 2.53231
H 4.18026 -1.19245 -4.00933
H 2.62064 -2.93420 -4.80613
H -2.62357 3.14336 1.58178
H 3.70230 -0.83540 -2.33523
H 0.32319 -2.35601 -0.88035
H -1.94654 -1.81127 -3.12476
H -2.85363 3.59486 3.27652
H -3.96338 -1.09042 1.98603
H -1.86720 -0.95410 -4.68202
*
```

---

This record from OMol25 describes a cluster of 2 separate species, C3H8FN2 in total. The level of theory is ωB97M-V/def2-TZVPD.

Properties
* LUMO level: -4.256 eV
* gap between HOMO and LUMO: 9.459 eV

Structure (ORCA input):
```
! RIJCOSX wB97M-V def2-TZVPD def2/J DEFGRID3
* xyz 1 1
F -1.43461 0.98647 1.02878
N -1.35297 2.22478 -0.79417
N 1.35073 -0.88270 -1.02167
C -0.87668 1.19781 -0.19840
C 0.11299 -1.54710 1.05487
C 0.99561 -0.70030 0.21150
H 1.93301 -0.12821 -1.36678
H -0.88538 -0.97589 1.33354
H -0.97977 2.48522 -1.64871
H 0.56197 -1.63358 2.04391
H 1.70625 0.06373 0.81950
H 0.90250 -1.42541 -1.73507
H -2.02008 2.86994 -0.32076
H -0.01356 -2.53475 0.59347
*
```

---

This record from OMol25 describes the molecule C2HFN4S. The level of theory is ωB97M-V/def2-TZVPD.

Properties
* LUMO level: -1.413 eV
* gap between HOMO and LUMO: 8.776 eV
* SMILES: Fc1nnc(S)nn1

Structure (ORCA input):
```
! RIJCOSX wB97M-V def2-TZVPD def2/J DEFGRID3
* xyz 0 1
S -2.38998 1.11274 0.15427
F 2.80307 -0.95248 -0.11220
N 0.91353 -0.44138 -1.18646
N -0.29723 0.04877 -1.12584
N -0.04504 0.39562 1.19877
N 1.17599 -0.07161 1.13726
C -0.75170 0.44173 0.06736
C 1.58298 -0.47387 -0.05015
H -2.99162 -0.05950 -0.08302
*
```

---

This record from OMol25 describes the molecule C7H12O. The level of theory is ωB97M-V/def2-TZVPD.

Properties
* LUMO level: 0.868 eV
* gap between HOMO and LUMO: 9.056 eV
* SMILES: CC/C(C)=C/C=C/O

Structure (ORCA input):
```
! RIJCOSX wB97M-V def2-TZVPD def2/J DEFGRID3
* xyz 0 1
O -1.89950 -1.21348 2.76900
C 1.50603 0.01082 -2.82130
C -1.44327 -1.05874 1.47275
C -0.55873 1.73889 -0.42627
C 1.53460 0.95728 -1.59140
C 0.58849 -0.49668 0.15441
C -0.13845 -0.78542 1.38200
C 0.54341 0.69968 -0.45747
H -1.38529 1.23436 0.08136
H 2.11212 -0.85500 -2.56179
H 0.50133 -0.36788 -3.02911
H -0.75571 2.24492 -1.35864
H 2.57367 0.84798 -1.26336
H -0.33814 2.54236 0.29243
H 1.93235 0.53296 -3.66748
H -2.75108 -1.58619 2.87984
H -2.14885 -1.11952 0.65624
H 1.42534 1.99826 -1.89568
H 0.41805 -1.03793 2.28350
H 1.32791 -1.17095 -0.26695
*
```

---

This record from OMol25 describes a cluster of 2 separate species, HNO5S in total. The level of theory is ωB97M-V/def2-TZVPD.

Properties
* LUMO level: 6.948 eV
* gap between HOMO and LUMO: 6.955 eV

Structure (ORCA input):
```
! RIJCOSX wB97M-V def2-TZVPD def2/J DEFGRID3
* xyz -2 1
S -0.87255 1.06179 0.78916
O 1.20379 -0.29301 -0.39873
O -1.43334 -0.54832 0.12410
O 2.91308 -1.22319 -1.48162
O -1.37244 1.03218 2.17094
O -1.63086 2.20310 0.05898
N 1.82944 -1.38308 -0.81397
H -0.63712 -0.84947 -0.44888
*
```

---

Calculated strongest force on any atom, 0.6 3.5 0.1 2.8 4.8 eV Å⁻¹ (same order as the records).